Record 1
Computed, not measured: the ion C19H25BrNO6 with charge -1 at a distorted geometry, with ωB97M-V with the def2-TZVPD basis set.

Atoms and positions in Å:
C -2.196 -3.866 0.160
C -1.063 -2.845 0.239
C -0.954 -2.011 -1.026
C 0.274 -1.090 -1.096
C 0.200 0.269 -0.430
C 1.472 0.874 -0.571
O 1.851 2.015 0.004
O 2.427 0.248 -1.169
C 3.731 0.928 -1.196
C 4.629 -0.046 -1.899
C -1.043 0.922 -0.615
O -1.420 1.620 0.422
O -1.874 0.819 -1.588
C -3.068 1.707 -1.492
C -3.810 1.425 -2.760
H -2.201 -4.490 1.058
H -3.167 -3.365 0.084
H -2.073 -4.517 -0.712
H -1.210 -2.183 1.101
H -0.106 -3.356 0.414
H -0.857 -2.698 -1.881
H -1.873 -1.437 -1.197
H 1.147 -1.624 -0.691
H 0.477 -0.924 -2.177
H 3.613 1.861 -1.758
H 4.067 1.108 -0.170
H 5.639 0.362 -1.943
H 4.672 -1.002 -1.369
H 4.292 -0.230 -2.923
H -3.638 1.428 -0.600
H -2.712 2.742 -1.447
H -4.694 2.061 -2.808
H -3.184 1.640 -3.630
H -4.138 0.383 -2.804
Br 1.239 -3.155 4.727
C 0.818 -1.631 3.679
C -0.524 -1.315 3.417
C -0.834 -0.232 2.594
C 0.194 0.546 2.039
C -0.218 1.758 1.254
C 0.777 2.700 0.598
N 0.012 3.510 -0.581
O 0.057 3.077 -1.735
O -0.601 4.523 -0.203
C 1.528 0.300 2.404
C 1.842 -0.812 3.189
H -1.317 -1.918 3.850
H -1.879 0.035 2.411
H -0.626 2.422 2.043
H 1.136 3.500 1.253
H 2.310 0.995 2.098
H 2.877 -1.031 3.433

Atomic forces in eV per Å
C 0.2 0.1 0.2
C 0.0 0.1 0.1
C 0.2 0.1 -0.2
C 0.0 -0.6 -1.1
C 0.9 -1.2 -3.7
C -3.1 0.7 1.2
O 0.0 1.3 0.9
O 3.4 -0.7 -0.8
C -1.0 -1.0 0.0
C 0.5 -0.1 -0.2
C 3.2 -1.0 1.9
O 0.5 2.4 2.5
O -3.3 -0.1 -2.0
C 1.3 -1.1 -0.3
C -0.4 0.0 -0.3
H -0.1 -0.1 -0.1
H 0.1 -0.1 0.0
H -0.1 0.0 0.1
H 0.0 -0.2 -0.2
H -0.1 0.0 0.0
H -0.1 0.0 0.1
H 0.1 -0.1 0.1
H -0.2 0.0 -0.2
H 0.1 -0.3 0.4
H 0.1 0.0 0.3
H -0.1 0.2 -0.2
H 0.1 0.0 -0.1
H -0.1 0.1 0.0
H 0.0 0.0 0.1
H 0.1 0.2 -0.1
H 0.0 -0.1 0.2
H -0.1 0.0 -0.1
H 0.0 0.0 0.1
H 0.1 0.1 0.0
Br 0.0 0.0 0.0
C -0.5 0.9 -0.6
C 0.6 -0.3 0.2
C 0.3 0.2 0.1
C 0.0 -0.3 0.4
C -2.1 2.5 1.5
C -0.5 0.7 -2.9
N 0.9 -1.9 3.2
O 0.1 -1.1 -0.4
O -0.4 1.9 0.4
C -0.4 0.0 0.0
C -0.3 -0.2 0.3
H 0.1 0.0 -0.1
H 0.4 -0.1 -0.1
H -0.1 -0.1 -0.2
H 0.1 -0.4 -0.1
H -0.2 -0.4 -0.1
H -0.1 0.0 0.0

Results
- largest force on an atom (eV Å⁻¹) = 3.956
- total charge = -1
- orbital gap (eV) = 2.52
- HOMO energy (eV) = 0.086
- 2S+1 = 1

---

Record 2
Computed, not measured: a cluster of 5 separate species, C25H44FN5O9 in total at a distorted geometry, with ωB97M-V with the def2-TZVPD basis set.

Atoms and positions in Å:
O -0.704 0.368 -10.664
C -1.106 -0.692 -9.948
F -1.829 -1.812 -10.605
C -0.822 -0.696 -8.301
O -2.074 -0.211 -7.686
C -2.006 -0.216 -6.216
O -1.080 -0.977 -5.619
O -2.986 0.644 -5.473
C -2.138 1.681 -4.866
C -2.943 2.837 -4.026
C -2.360 4.321 -4.462
N -1.371 4.915 -3.484
C -0.055 4.170 -3.448
C 0.145 3.664 -1.868
C 0.053 2.052 -1.520
C 0.213 1.507 0.029
C 0.475 2.656 1.201
C 0.594 4.279 0.834
C 0.433 4.844 -0.727
O 0.555 6.276 -1.067
H 0.108 0.019 -8.110
H -0.562 -1.817 -8.039
H -1.423 1.127 -4.093
H -1.447 2.211 -5.680
H -4.102 2.785 -4.287
H -2.864 2.625 -2.875
H -1.987 4.333 -5.592
H -3.308 5.046 -4.453
H -1.768 5.048 -2.528
H 0.044 3.294 -4.217
H 0.832 4.940 -3.635
H -0.118 1.224 -2.349
H 0.135 0.362 0.281
H 0.591 2.247 2.299
H 0.779 4.989 1.750
H 0.853 6.414 -2.014
C 3.399 0.738 3.241
C 2.563 1.534 4.204
O 1.369 1.752 4.011
N 3.171 2.023 5.325
C 4.548 1.878 5.729
H 2.778 0.416 2.399
H 4.214 1.355 2.853
H 3.796 -0.152 3.737
H 2.545 2.548 5.924
H 4.566 1.383 6.703
H 4.980 2.877 5.826
H 5.134 1.297 5.015
C -1.116 -4.400 -7.099
C -0.238 -4.476 -8.317
O -0.043 -3.504 -9.046
N 0.352 -5.672 -8.607
C 0.250 -6.916 -7.884
H -1.515 -3.387 -6.999
H -1.956 -5.094 -7.199
H -0.534 -4.633 -6.203
H 0.928 -5.644 -9.441
H 1.255 -7.214 -7.575
H -0.155 -7.671 -8.563
H -0.392 -6.837 -7.005
C -2.014 -1.703 6.426
C -1.249 -0.509 5.925
O -1.146 0.525 6.582
N -0.658 -0.597 4.698
C -0.663 -1.711 3.782
H -2.427 -1.484 7.414
H -2.842 -1.928 5.747
H -1.347 -2.565 6.513
H -0.162 0.246 4.430
H 0.373 -2.007 3.602
H -1.109 -1.376 2.842
H -1.224 -2.565 4.166
C 1.569 -2.983 9.921
C 0.382 -2.515 9.125
O -0.119 -3.197 8.233
N -0.143 -1.290 9.420
C 0.296 -0.348 10.420
H 1.875 -3.973 9.573
H 2.408 -2.294 9.782
H 1.306 -3.053 10.980
H -0.939 -1.045 8.843
H -0.537 -0.166 11.104
H 0.556 0.587 9.916
H 1.158 -0.708 10.984

Atomic forces in eV per Å
O -3.0 -7.9 4.6
C 1.5 5.4 -3.7
F 2.2 3.5 2.3
C 0.6 -1.5 -1.3
O 0.8 0.4 3.7
C 3.7 -3.3 1.6
O -5.9 5.0 -3.5
O 3.3 -1.6 -2.7
C 1.8 0.9 1.7
C -0.6 -0.5 -1.0
C -1.8 0.7 0.6
N 0.1 -1.2 -1.5
C 0.9 0.4 2.4
C 0.6 -1.2 1.9
C 0.7 2.2 3.6
C 0.3 5.0 -1.2
C -0.5 0.6 -4.2
C -0.7 -2.5 -2.4
C 0.0 -4.2 0.8
O 0.0 -3.3 0.0
H -2.3 -1.4 -0.5
H -0.6 2.5 -0.4
H -1.4 1.1 -1.8
H -1.7 -1.2 1.5
H 2.5 0.1 0.4
H 0.1 0.6 -2.3
H -0.5 -0.1 2.6
H 2.1 -1.5 0.0
H 0.4 -0.5 -1.3
H -0.3 1.6 1.6
H -1.7 -1.7 0.1
H 0.4 2.2 1.7
H 0.2 2.6 -0.5
H -0.2 1.3 -2.4
H -0.4 -1.4 -2.2
H -0.6 -0.8 1.5
C -0.1 -0.1 -0.2
C -0.2 0.3 0.5
O 0.3 -0.2 0.2
N -0.6 -0.3 -0.8
C -0.1 0.2 0.3
H 0.1 0.2 0.2
H 0.0 -0.2 0.1
H 0.1 0.1 -0.1
H 0.1 -0.1 -0.1
H 0.3 0.0 -0.1
H 0.3 -0.2 0.0
H -0.2 0.1 0.1
C -0.1 0.1 0.1
C 0.4 0.0 -0.6
O 0.0 -0.4 0.4
N -0.3 0.9 0.0
C 0.3 -0.2 -0.3
H 0.1 -0.2 0.0
H 0.1 0.0 0.2
H -0.2 -0.1 0.0
H -0.1 0.0 0.2
H -0.2 -0.2 0.2
H 0.0 -0.2 0.3
H 0.1 0.1 -0.2
C -0.1 -0.1 -0.1
C 0.3 0.5 -0.2
O 0.0 -0.4 0.0
N -0.4 0.2 0.8
C 0.2 0.3 -0.1
H 0.1 0.0 -0.3
H 0.1 -0.1 0.0
H -0.3 0.1 0.0
H 0.0 0.0 0.0
H -0.1 -0.3 -0.2
H 0.0 -0.3 -0.1
H 0.1 0.2 0.0
C 0.2 -0.2 0.0
C -0.7 0.2 -0.5
O 0.5 0.1 0.5
N 0.3 -0.9 -0.2
C -0.3 0.2 -0.2
H -0.2 0.2 0.0
H -0.1 0.0 0.2
H 0.2 0.1 -0.1
H 0.3 0.2 0.1
H 0.2 0.2 0.2
H 0.1 0.1 0.3
H -0.2 0.0 -0.2

Results
- SMILES = O=C(F)COC(=O)OCCCNCc1ccccc1O.CNC(C)=O.CNC(C)=O.CNC(C)=O.CNC(C)=O
- largest force on an atom (eV Å⁻¹) = 9.631
- orbital gap (eV) = 8.28
- HOMO energy (eV) = -8.039
- 2S+1 = 1

---

Record 3
Computed, not measured: a structure of composition C34H57LaN3O2SSi at a distorted geometry, with ωB97M-V with the def2-TZVPD basis set.

Atoms and positions in Å:
O 0.891 -1.637 -1.119
O 0.835 -0.313 -6.211
C 2.310 -1.911 -1.361
C 2.832 -3.050 -0.506
H 2.828 -0.967 -1.133
H 2.430 -2.125 -2.428
H 2.618 -2.910 0.563
H 3.921 -3.122 -0.622
H 2.404 -4.014 -0.813
C -0.003 -2.761 -1.403
C 0.089 -3.290 -2.819
H -1.012 -2.392 -1.189
H 0.223 -3.555 -0.676
H -0.282 -2.560 -3.545
H -0.553 -4.175 -2.872
H 1.100 -3.600 -3.090
C -0.228 0.280 -6.985
C 1.792 -1.085 -6.956
C -1.539 -0.480 -6.852
H 0.057 0.354 -8.052
H -0.344 1.294 -6.570
H -1.447 -1.504 -7.233
H -2.312 0.028 -7.434
H -1.864 -0.513 -5.805
C 1.209 -2.244 -7.752
H 2.493 -1.462 -6.199
H 2.332 -0.404 -7.636
H 0.624 -2.921 -7.118
H 2.031 -2.821 -8.183
H 0.583 -1.893 -8.580
H 1.507 1.483 -4.426
N -0.873 -1.049 1.802
C -1.819 -0.462 2.560
C -2.478 0.757 2.264
C -2.444 1.600 1.141
C -2.316 -1.188 3.780
H -1.550 -1.803 4.269
H -3.177 -1.824 3.504
H -2.648 -0.444 4.511
C -3.307 2.828 1.112
H -3.974 2.838 0.238
H -2.694 3.744 1.100
H -3.935 2.840 2.009
N -1.649 1.348 0.076
C -0.578 -2.449 1.932
C 0.654 -2.892 2.481
C 1.716 -1.941 2.940
C 0.885 -4.261 2.664
H 1.812 -4.578 3.156
C -0.059 -5.194 2.249
H 0.121 -6.266 2.380
C -1.253 -4.761 1.675
H -2.007 -5.479 1.356
C -1.526 -3.402 1.511
C -2.832 -3.031 0.884
C -1.882 1.950 -1.211
C -1.247 3.161 -1.556
C -0.282 3.828 -0.619
C -1.562 3.747 -2.781
H -1.106 4.709 -3.030
C -2.412 3.107 -3.682
H -2.623 3.567 -4.649
C -2.986 1.875 -3.353
H -3.649 1.365 -4.053
C -2.732 1.285 -2.116
C -3.324 -0.040 -1.746
La 0.448 0.363 0.302
H 2.663 -2.124 2.411
H 1.911 -2.126 4.006
H 1.459 -0.883 2.852
H -2.875 -2.027 0.448
H -3.653 -3.119 1.608
H -3.049 -3.745 0.077
H 0.237 4.629 -1.164
H 0.509 3.161 -0.221
H -0.784 4.297 0.242
H -3.792 -0.037 -0.752
H -2.574 -0.847 -1.755
H -4.094 -0.321 -2.475
H -3.209 1.059 3.013
C 1.490 2.571 -4.222
Si 2.953 3.507 -4.968
H 0.556 2.959 -4.654
H 1.436 2.729 -3.135
C 4.456 2.378 -4.940
C 3.350 5.082 -4.014
C 2.569 3.989 -6.750
H 3.374 4.611 -7.166
H 1.633 4.561 -6.814
H 2.467 3.096 -7.382
H 4.799 2.221 -3.908
H 5.285 2.811 -5.516
H 4.205 1.401 -5.372
H 3.368 4.896 -2.932
H 2.607 5.866 -4.215
H 4.337 5.469 -4.306
S 0.308 1.301 4.899
C 0.754 1.494 3.393
N 1.066 1.565 2.225

Atomic forces in eV per Å
O 0.4 -0.4 -0.3
O -0.2 -0.3 -0.4
C -0.5 -0.2 0.0
C 0.1 -0.2 0.1
H 0.0 -0.2 -0.1
H 0.1 0.2 0.2
H 0.0 0.0 -0.4
H -0.2 0.0 0.0
H 0.1 0.3 0.1
C 0.2 -0.3 0.3
C -0.2 0.2 0.0
H 0.2 0.0 0.0
H -0.1 0.3 -0.1
H 0.2 -0.1 0.0
H 0.1 0.1 0.0
H -0.1 0.0 0.0
C 0.4 0.0 0.2
C -0.3 0.4 0.1
C 0.0 -0.1 0.0
H 0.0 0.1 0.4
H 0.0 -0.2 -0.3
H 0.0 0.2 0.1
H 0.0 0.0 0.1
H 0.1 0.0 -0.2
C 0.0 0.0 0.0
H -0.1 0.2 -0.2
H 0.0 -0.2 0.2
H 0.1 0.2 -0.1
H -0.1 0.0 0.0
H 0.1 -0.1 0.2
H 0.1 0.5 0.0
N -0.3 0.7 -0.3
C 0.3 -0.9 -0.7
C 0.0 0.5 0.1
C 0.6 -0.6 -0.5
C -0.3 0.0 0.3
H -0.1 0.1 -0.4
H 0.3 0.2 0.2
H -0.1 -0.2 -0.1
C -0.6 -0.1 0.3
H 0.3 0.0 0.1
H -0.2 -0.4 -0.1
H 0.1 0.2 -0.2
N -0.3 -0.1 0.1
C 0.2 -0.3 0.6
C -0.6 0.0 -0.2
C 0.4 0.0 0.4
C -0.2 0.1 -0.2
H -0.3 0.1 -0.3
C -0.1 -0.2 0.0
H 0.0 0.4 0.0
C 0.3 0.1 0.1
H 0.2 0.1 0.0
C 0.3 0.0 0.2
C -0.5 -0.1 -0.3
C 0.0 0.4 0.2
C -0.4 -0.5 0.0
C 0.2 0.5 0.0
C 0.1 -0.1 -0.2
H -0.2 -0.3 0.0
C -0.1 0.0 0.1
H 0.0 -0.1 0.3
C 0.2 0.2 0.0
H 0.2 0.2 0.1
C 0.3 0.3 0.1
C -0.5 -0.4 -0.1
La -0.3 -0.1 0.2
H -0.2 0.1 0.2
H 0.1 0.2 -0.3
H -0.1 -0.1 0.0
H 0.2 -0.1 0.2
H 0.1 0.1 -0.2
H -0.1 0.2 0.2
H -0.1 -0.2 0.2
H -0.3 0.3 -0.1
H 0.2 -0.3 -0.2
H 0.2 0.0 -0.2
H -0.1 0.3 0.1
H 0.2 0.0 0.2
H 0.4 0.0 -0.1
C -0.2 -0.1 0.0
Si 0.2 0.0 -0.3
H 0.1 -0.1 0.2
H 0.0 0.0 -0.1
C 0.0 0.0 0.0
C -0.1 0.0 0.1
C 0.0 -0.1 0.1
H -0.2 -0.2 0.1
H 0.2 -0.1 0.0
H 0.0 0.2 0.1
H 0.0 0.0 -0.2
H -0.1 -0.1 0.2
H 0.1 0.2 0.1
H 0.0 0.1 -0.2
H 0.2 -0.1 0.1
H -0.3 -0.1 0.1
S 0.0 0.1 0.1
C 0.4 0.0 -1.8
N -0.2 0.1 1.8

Results
- largest force on an atom (eV Å⁻¹) = 1.878
- total charge = +1
- orbital gap (eV) = 7.89
- ΔE to the lowest compared entry with this formula, charge and spin (kJ/mol) = 0.0
- HOMO energy (eV) = -10.776
- 2S+1 = 1

---

Record 4
Computed, not measured: a structure of composition C24H38N4P2W at a distorted geometry, with ωB97M-V with the def2-TZVPD basis set.

Atoms and positions in Å:
C -3.696 -1.967 -3.035
C -2.518 -1.298 -2.700
C -2.644 -0.146 -1.866
C -3.895 0.168 -1.222
C -4.930 -0.794 -1.321
C -4.902 -1.730 -2.361
C -3.929 1.346 -0.437
C -3.004 2.372 -0.714
C -1.775 2.014 -1.386
C -0.786 2.980 -1.714
C -1.134 4.324 -1.565
C -2.294 4.706 -0.859
C -3.110 3.727 -0.293
H -3.648 -2.763 -3.788
H -5.787 -0.720 -0.671
H -5.805 -2.270 -2.625
H -4.225 1.224 0.599
H -0.461 5.088 -1.948
H -2.550 5.775 -0.751
H -3.928 4.017 0.371
N -1.511 0.639 -1.541
W 0.050 -0.251 -0.256
C -1.135 -1.831 -3.092
H -0.592 -1.136 -3.748
H -1.202 -2.824 -3.567
C 0.646 2.562 -2.123
H 0.663 2.021 -3.093
H 1.322 3.449 -2.185
P -0.167 -2.143 -1.602
P 1.386 1.472 -0.824
C 2.151 2.628 0.348
H 2.722 2.046 1.078
H 2.813 3.272 -0.240
H 1.378 3.212 0.853
C 2.819 0.653 -1.584
H 3.575 1.431 -1.719
H 3.188 -0.117 -0.897
H 2.535 0.201 -2.537
C -1.031 -3.474 -0.752
H -1.032 -4.305 -1.465
H -0.492 -3.755 0.160
H -2.056 -3.188 -0.493
C 1.440 -2.740 -2.044
H 2.045 -2.916 -1.150
H 1.237 -3.682 -2.559
H 1.947 -2.032 -2.700
H -0.823 -0.101 1.177
H -0.459 1.226 0.450
C 3.023 -2.795 1.905
N 2.660 -1.699 2.790
C 3.254 -1.755 4.124
C 1.620 -0.888 2.446
N 0.881 -1.235 1.375
N 1.409 0.249 3.155
C 2.485 0.957 3.839
C 0.116 0.930 3.219
H 3.941 -3.248 2.289
H 3.223 -2.439 0.883
H 2.249 -3.580 1.896
H 4.127 -1.088 4.227
H 2.517 -1.540 4.913
H 3.626 -2.778 4.274
H 0.886 -2.254 1.331
H 2.318 2.049 3.760
H 2.518 0.705 4.914
H 3.456 0.740 3.372
H 0.146 1.904 2.691
H -0.637 0.299 2.729
H -0.215 1.098 4.261

Atomic forces in eV per Å
C 0.9 -0.2 -0.1
C -0.2 -0.2 0.5
C 1.0 0.7 0.2
C 0.8 -0.3 -0.1
C -0.2 -0.2 -1.1
C 0.0 0.9 1.1
C 1.6 -0.9 0.7
C 0.9 0.3 -0.3
C -0.2 -1.6 0.0
C 0.4 0.4 0.4
C 0.3 -0.8 0.0
C -0.7 -0.3 0.5
C -0.3 0.8 -0.4
H -0.1 0.3 0.3
H -0.3 0.2 -0.1
H 0.2 -0.1 0.2
H -1.5 0.7 -0.2
H -0.1 -0.1 0.1
H 0.3 -0.8 0.1
H 0.1 -0.1 -0.4
N -1.0 0.3 -1.1
W -2.4 1.3 3.0
C -0.6 -0.1 -0.6
H 0.0 -0.2 0.1
H -0.3 0.5 -0.3
C -0.4 0.3 -0.1
H 0.0 0.3 0.6
H -0.7 -0.5 -0.2
P -0.9 -0.7 -0.5
P 0.8 1.7 -0.6
C -0.1 -0.2 -0.2
H 0.0 0.2 0.0
H 0.0 0.0 0.3
H 0.1 0.0 -0.1
C 0.1 0.5 0.0
H 0.2 -0.4 -0.3
H 0.1 0.2 -0.1
H 0.2 0.1 0.0
C 0.1 -0.5 -0.2
H -0.2 -0.2 0.4
H -0.1 -0.1 -0.2
H 0.2 0.0 -0.1
C 0.2 -0.8 -0.5
H -0.1 0.0 -0.2
H 0.6 -0.1 -0.2
H 0.0 -0.2 0.0
H -1.0 0.6 -1.3
H 0.5 0.4 0.3
C 0.3 -0.2 -0.2
N -0.6 0.5 -0.1
C 0.3 -0.2 0.6
C 0.5 0.2 0.4
N 1.0 -1.1 0.7
N 0.0 0.0 -0.3
C 0.4 0.4 0.4
C -0.6 -0.1 -0.1
H -0.2 0.1 -0.2
H -0.2 -0.1 0.3
H 0.3 0.1 -0.1
H -0.4 -0.3 0.0
H 0.3 0.0 -0.4
H -0.3 0.3 0.1
H 0.1 0.3 -0.2
H -0.1 -0.6 -0.1
H 0.1 0.2 -0.5
H -0.4 0.1 0.2
H 0.0 -0.5 0.3
H 0.3 0.4 0.5
H 0.5 -0.1 -0.4

Results
- largest force on an atom (eV Å⁻¹) = 4.033
- ⟨S²⟩ = 2.12
- total charge = +2
- orbital gap (spin up / spin down) (eV) = 5.57 / 6.93
- ΔE to the lowest compared entry with this formula, charge and spin (kJ/mol) = 11.2
- HOMO energy (spin up / spin down) (eV) = -12.404 / -13.549
- 2S+1 = 3

---

Record 5
Computed, not measured: the molecule C4H10N2 at a distorted geometry, with ωB97M-V with the def2-TZVPD basis set.

Atoms and positions in Å:
C 1.347 -0.268 -1.590
C 0.686 -0.841 -0.329
C -1.042 -0.549 1.364
C -0.382 1.417 0.069
H 0.636 -0.012 -2.391
H 2.041 0.590 -1.387
H 1.942 -1.108 -1.964
H 1.450 -1.160 0.376
H 0.127 -1.784 -0.566
H -0.779 -0.246 2.378
H -2.129 -0.295 1.231
H -0.935 -1.627 1.268
H 0.303 1.778 -0.738
H -1.808 1.811 1.326
N -0.286 0.052 0.305
N -1.171 2.243 0.648

Atomic forces in eV per Å
C 0.5 -0.3 0.2
C -0.8 0.2 -0.6
C -1.5 0.2 -0.3
C 0.1 -0.5 0.0
H 0.1 0.1 0.5
H -0.7 -0.8 -0.2
H 0.2 0.3 -0.2
H 0.3 0.2 0.3
H 0.4 0.7 -0.2
H 0.3 0.1 0.0
H 0.8 -0.3 0.2
H -0.1 0.0 0.2
H -0.7 -0.2 0.8
H 0.5 0.0 -0.2
N 0.6 0.6 -0.1
N 0.1 -0.1 -0.3

Results
- SMILES = [H]/N=C\N(C)CC
- largest force on an atom (eV Å⁻¹) = 1.570
- orbital gap (eV) = 9.39
- ΔE to the lowest compared entry with this formula, charge and spin (kJ/mol) = 86.1
- HOMO energy (eV) = -8.514
- 2S+1 = 1

---

Record 6
Computed, not measured: the molecule C6H7N3 at a distorted geometry, with ωB97M-V with the def2-TZVPD basis set.

Atoms and positions in Å:
C -1.536 0.506 -1.260
C -2.368 -0.336 -0.693
C 0.706 0.492 1.069
C 2.016 0.267 1.504
C 2.772 0.031 0.391
C -3.151 -1.125 -0.026
N -0.163 0.619 -1.247
N 0.664 0.376 -0.277
N 1.926 0.076 -0.678
H -1.930 1.146 -2.048
H 2.348 0.291 2.521
H 3.816 -0.165 0.268
H -3.659 -0.810 0.878
H -3.392 -2.123 -0.368
H -0.179 0.705 1.632
H 2.129 0.048 -1.665

Atomic forces in eV per Å
C 0.0 -0.1 0.0
C 0.6 0.2 0.5
C -0.5 -0.3 -0.5
C 0.3 0.0 0.0
C -0.4 0.1 0.0
C -0.5 -0.2 0.1
N 0.1 0.8 -1.6
N 0.5 -0.3 0.9
N 0.2 -0.1 0.5
H -0.1 -0.1 0.1
H 0.1 0.0 0.2
H 0.2 0.0 -0.1
H 0.0 0.1 0.2
H 0.0 -0.1 -0.1
H -0.2 0.1 -0.1
H -0.3 0.1 0.0

Results
- largest force on an atom (eV Å⁻¹) = 1.819
- orbital gap (eV) = 7.62
- ΔE to the lowest compared entry with this formula, charge and spin (kJ/mol) = 442.0
- HOMO energy (eV) = -6.750
- 2S+1 = 1